DFT (the ωB97M-V functional and the def2-TZVPD basis) results for the molecule C6H9N.

Each line ends with the natural charge from an NBO analysis.
Cartesian coordinates (Å):
N 1.16 1.23 0.49  -0.521
C -0.50 0.02 -0.61  -0.092
C 1.11 -1.19 1.00  -0.647
C 0.10 2.14 0.02  -0.085
C 0.75 -0.03 0.13  0.137
C -1.27 -1.21 -0.94  -0.655
C -0.91 1.37 -0.57  -0.307
H 1.51 -0.93 1.92  0.214
H 0.21 -1.78 1.20  0.222
H -2.32 -1.18 -0.57  0.231
H 1.78 -1.83 0.47  0.215
H 0.07 3.17 0.47  0.211
H -1.37 -1.15 -2.06  0.217
H -0.53 -2.02 -0.80  0.229
H -1.58 1.83 -1.32  0.223
H 1.78 1.55 1.18  0.409

## Properties
**Strongest force on any atom**: 0.1067 hartree/bohr
**Net charge**: 0
**Energy above the lowest of the compared OMol25 structures with the same formula, charge and spin**: 40.1 kcal per mole
**Molar mass**: 95.1 g/mol
**Gap between HOMO and LUMO**: 0.312 Eh
**SMILES**: Cc1cc[nH]c1C
**HOMO**: -7.43 eV



DFT (the ωB97M-V functional and the def2-TZVPD basis) results for a 3-piece molecular cluster, C4H11NO2 overall.

Each line ends with the natural charge from an NBO analysis.
Cartesian coordinates (Å):
O 3.31 -2.62 -4.04  -0.929
O 5.55 2.50 2.88  -0.934
N -1.55 -0.95 1.04  -0.394
C -3.26 0.46 0.11  -0.646
C -1.67 -2.08 0.52  -0.019
C -0.96 1.32 0.45  -0.448
C -1.81 0.28 0.41  0.136
H 0.11 1.21 0.44  0.201
H 4.90 2.71 3.58  0.468
H 3.23 -1.84 -3.47  0.465
H 5.14 2.87 2.09  0.466
H -3.90 0.63 0.97  0.228
H -3.62 -0.45 -0.40  0.210
H -1.35 2.29 0.19  0.195
H -1.68 -2.94 1.18  0.171
H -3.47 1.25 -0.61  0.221
H 2.75 -2.35 -4.78  0.464
H -1.72 -2.29 -0.55  0.146

## Properties
**Strongest force on any atom**: 0.0259 hartree/bohr
**Net charge**: 0
**Energy above the lowest of the compared OMol25 structures with the same formula, charge and spin**: 62.8 kcal per mole
**Molar mass**: 105.1 g/mol
**Gap between HOMO and LUMO**: 0.342 Eh
**SMILES**: C=NC(=C)C.O.O
**HOMO**: -8.67 eV



DFT (the ωB97M-V functional and the def2-TZVPD basis) results for C54H42N7O4P2PbS4Se2 as an isolated structure.

Each line ends with the Mulliken charge.
Cartesian coordinates (Å):
Pb 0.07 0.69 0.09  1.310
Se 7.15 -0.91 -2.72  -0.352
Se 3.03 2.66 0.00  -0.453
S -2.02 2.48 4.01  -0.208
S -0.29 3.76 1.90  -0.276
S 0.05 -2.85 -3.53  -0.379
S -8.90 -1.91 -2.47  -0.270
P 5.38 -1.95 -3.13  1.302
P 4.33 1.30 -0.94  0.580
O -2.23 1.45 -0.05  -1.087
O -8.21 -4.31 -3.40  -0.526
O 1.35 -1.06 1.08  -0.486
O -5.30 -0.24 2.32  -0.723
N -2.85 -0.21 1.44  -0.119
N 1.76 -1.23 -2.26  1.308
N 2.76 -1.96 -2.70  -1.043
N -1.55 -0.70 1.34  0.929
N 2.13 -0.11 -1.67  -0.477
N -0.47 -0.89 -1.76  -0.101
N 0.25 1.57 3.30  -0.036
C -9.11 -3.58 -3.08  0.742
C 5.38 -3.65 -2.51  0.258
C 5.78 -1.38 -5.81  -0.616
C -0.57 2.59 3.02  0.339
C 3.58 -2.81 -6.71  -0.819
C -6.96 2.66 0.92  -0.385
C 1.94 -4.41 2.28  -0.680
C 6.35 2.86 -2.14  -0.315
C 6.45 3.26 -4.51  -0.506
C 5.39 0.44 0.27  0.666
C 5.67 -4.73 -3.34  -0.521
C -6.56 -1.64 -1.11  -0.436
C 4.39 -2.14 -7.62  -0.390
C 4.69 -0.40 1.14  -0.106
C -0.12 0.64 4.36  -0.617
C -0.20 -2.65 1.99  0.598
C 3.85 -1.27 -2.41  0.535
C -1.78 -1.13 -1.90  -0.334
C 6.75 0.61 0.43  -0.245
C 5.31 2.49 -4.69  -0.697
C 5.49 -1.42 -7.17  -0.683
C 5.23 2.05 -2.32  0.505
C 5.18 -3.85 -1.15  -0.085
C -1.63 0.78 4.52  -0.148
C 5.26 -5.13 -0.62  -0.572
C 5.53 -6.21 -1.45  -0.538
C 0.67 -4.81 2.72  -0.981
C -4.38 -1.44 -2.14  0.037
C -1.41 -1.85 1.88  -0.952
C -2.97 -1.25 -2.02  0.009
C -4.44 1.46 0.83  0.340
C 3.45 -0.10 -1.73  -0.609
C -4.70 2.64 0.13  -0.343
C 6.73 -0.89 2.31  -0.628
C -3.06 0.88 0.72  0.832
C 5.36 -1.06 2.15  -0.637
C 2.14 -3.17 1.72  -0.078
C 1.09 -2.23 1.57  0.004
C -6.72 1.49 1.63  -0.687
C 5.74 -6.01 -2.81  -0.668
C 6.97 3.45 -3.23  -0.873
C 3.87 -2.77 -5.36  -0.092
C -5.19 -1.48 -1.00  -0.565
C -6.36 -1.73 -3.51  -0.354
C -5.47 0.89 1.60  0.140
C -10.56 -3.99 -3.13  -1.074
C -4.99 -1.58 -3.40  -0.704
C 4.70 1.90 -3.59  -0.154
C -0.37 -3.92 2.56  -0.961
C -5.95 3.24 0.16  -0.884
C 7.42 -0.05 1.45  -0.798
C 0.36 -1.63 -2.47  0.020
C -7.14 -1.76 -2.36  0.265
C 4.98 -2.06 -4.90  0.030
H -2.16 0.10 3.86  -0.091
H 6.94 3.72 -5.36  0.393
H -2.30 -2.31 2.31  0.089
H 4.15 -2.16 -8.67  0.393
H 5.95 -6.85 -3.45  0.390
H 4.81 -1.71 2.82  0.484
H 5.10 -5.28 0.44  0.434
H -1.37 -4.21 2.88  0.431
H -7.94 3.11 0.96  0.400
H -6.13 4.15 -0.39  0.429
H 3.61 -0.52 1.04  0.113
H 1.14 1.50 2.82  0.180
H -4.73 -1.38 -0.03  0.585
H -7.17 -1.66 -0.22  0.453
H 4.98 -3.00 -0.50  0.168
H -6.82 -1.82 -4.48  0.417
H 3.21 -3.28 -4.66  0.469
H -7.50 1.03 2.22  0.447
H 5.58 -7.21 -1.04  0.374
H 3.80 1.31 -3.74  0.479
H 6.12 -0.89 -7.87  0.410
H 4.89 2.35 -5.67  0.451
H -1.95 0.63 5.55  0.532
H 6.64 -0.83 -5.45  0.309
H 2.78 -5.09 2.38  0.415
H 5.83 -4.57 -4.40  0.410
H -4.37 -1.55 -4.28  0.487
H 2.71 -3.35 -7.06  0.418
H -11.22 -3.13 -3.24  0.346
H 0.51 -5.78 3.16  0.357
H 0.16 -0.37 4.08  0.094
H -4.35 -0.50 2.20  0.564
H 7.84 4.06 -3.09  0.411
H 7.25 -1.41 3.10  0.386
H 8.49 0.08 1.56  0.412
H -10.81 -4.48 -2.18  0.273
H -3.89 3.06 -0.45  0.420
H 7.32 1.22 -0.25  0.307
H 3.12 -2.87 1.37  0.224
H 0.40 0.91 5.29  0.408
H -10.71 -4.69 -3.94  0.307
H 6.75 3.05 -1.15  0.547

## Properties
**Strongest force on any atom**: 0.0047 hartree/bohr
**Net charge**: -1
**Energy above the lowest of the compared OMol25 structures with the same formula, charge and spin**: 0.0 kcal per mole
**Molar mass**: 1408.3 g/mol
**Gap between HOMO and LUMO**: 0.265 Eh
**HOMO**: -5.28 eV



DFT (the ωB97M-V functional and the def2-TZVPD basis) results for a 2-piece molecular cluster, C13H32N4O7P3S overall.

Each line ends with the natural charge from an NBO analysis.
Cartesian coordinates (Å):
S 1.77 -5.28 2.32  -0.445
P -5.04 3.12 -0.08  2.457
P 0.26 -0.53 -0.30  2.453
P 3.55 -4.84 1.72  0.770
O -6.43 2.41 0.42  -0.823
O 0.56 0.69 0.69  -0.997
O -5.81 4.56 -0.25  -0.738
O -4.42 3.49 1.38  -0.791
O -0.34 -1.63 0.43  -1.057
O -0.71 0.03 -1.42  -0.963
O -4.26 1.94 -0.54  -1.030
N 3.75 -2.13 -1.18  -0.339
N 2.36 -2.77 0.38  -0.408
N 4.34 -3.16 -0.53  -0.139
N 1.76 -0.88 -1.03  -0.922
C 7.48 -1.98 -0.04  -0.414
C -7.64 4.11 -1.85  -0.641
C -3.11 4.05 1.47  -0.065
C -6.44 0.04 0.94  -0.630
C -6.38 4.89 -1.54  -0.076
C 5.69 -5.24 -1.01  -0.624
C -6.81 1.12 -0.06  -0.063
C 7.15 -0.72 0.80  -0.616
C 2.56 -1.89 -0.61  0.586
C 3.45 -3.52 0.40  0.137
C 6.63 -3.23 0.32  -0.400
C -3.10 5.52 1.10  -0.635
C 5.68 -3.70 -0.84  -0.055
H 4.25 -4.24 2.78  0.016
H -8.16 4.54 -2.71  0.224
H 6.30 -5.47 -1.89  0.249
H 7.43 -1.74 -1.10  0.198
H -7.89 1.14 -0.20  0.180
H 8.09 -0.28 1.14  0.232
H -5.63 4.75 -2.33  0.176
H -2.79 3.92 2.50  0.189
H -3.32 5.67 0.05  0.202
H -6.63 -0.96 0.52  0.212
H -3.85 6.07 1.67  0.226
H 7.30 -4.05 0.56  0.229
H 6.57 -0.95 1.70  0.206
H 6.09 -3.25 -1.74  0.233
H 4.19 -1.65 -1.95  0.441
H -5.39 0.10 1.23  0.216
H -7.41 3.07 -2.09  0.207
H -2.43 3.48 0.83  0.164
H 4.69 -5.65 -1.10  0.229
H 6.64 0.04 0.21  0.207
H -6.61 5.96 -1.51  0.199
H -6.37 0.92 -1.04  0.182
H -1.31 0.66 -0.98  0.538
H 4.22 -5.98 1.23  0.018
H -7.03 0.15 1.85  0.211
H 0.16 0.49 1.55  0.535
H 6.03 -3.04 1.21  0.207
H 6.21 -5.69 -0.16  0.226
H 2.06 -0.30 -1.79  0.439
H -8.31 4.11 -0.99  0.232
H 8.52 -2.24 0.18  0.228
H -2.12 5.96 1.31  0.215

## Properties
**Strongest force on any atom**: 0.1384 hartree/bohr
**Net charge**: +1
**Molar mass**: 481.4 g/mol
**Gap between HOMO and LUMO**: 0.298 Eh
**HOMO**: -11.60 eV



DFT (the ωB97M-V functional and the def2-TZVPD basis) results for a 2-piece molecular cluster, C8H16N2 overall.

Each line ends with the natural charge from an NBO analysis.
Cartesian coordinates (Å):
N 1.40 -1.89 0.97  -0.479
N 1.42 0.17 0.16  -0.526
C -0.47 -2.89 -1.92  -0.608
C -0.41 -2.97 -0.39  -0.438
C -2.01 4.10 -0.11  -0.584
C 0.47 -1.83 0.01  0.127
C -1.21 2.71 -0.12  -0.409
C -0.52 2.45 1.12  -0.626
C 1.94 -0.69 1.10  0.174
C 0.39 -0.57 -0.56  -0.154
H -1.53 -3.24 -2.17  0.204
H -0.55 2.77 -1.04  0.187
H -0.29 -0.12 -1.26  0.222
H -0.61 -1.84 -2.36  0.212
H -2.41 4.19 1.02  0.193
H 2.68 -0.47 1.88  0.205
H -1.32 -2.63 0.08  0.213
H -2.67 4.11 -0.89  0.205
H 0.35 -3.48 -2.24  0.221
H -1.17 1.68 1.69  0.210
H -0.03 -3.90 0.11  0.232
H -1.97 1.94 -0.23  0.201
H -0.34 3.25 1.84  0.208
H 1.83 0.98 -0.09  0.400
H 0.49 1.97 1.01  0.213
H -1.32 4.91 -0.10  0.199

## Properties
**Strongest force on any atom**: 0.1130 hartree/bohr
**Net charge**: 0
**Energy above the lowest of the compared OMol25 structures with the same formula, charge and spin**: 54.5 kcal per mole
**Molar mass**: 140.2 g/mol
**Gap between HOMO and LUMO**: 0.343 Eh
**SMILES**: CCc1c[nH]cn1.CCC
**HOMO**: -8.46 eV



DFT (the ωB97M-V functional and the def2-TZVPD basis) results for the molecule C5H11NO.

Each line ends with the natural charge from an NBO analysis.
Cartesian coordinates (Å):
O 1.52 -1.01 1.61  -0.725
N -0.30 -0.29 -1.40  -0.626
C 0.52 -0.20 -0.26  -0.080
C 0.89 -1.52 0.41  -0.059
C -0.36 0.58 0.77  -0.375
C -1.20 1.60 0.07  -0.433
C -1.17 0.98 -1.38  -0.206
H -0.72 1.73 -2.17  0.159
H 0.23 0.89 1.53  0.222
H -2.29 1.37 0.45  0.216
H 1.48 -2.09 -0.27  0.159
H -1.24 -0.13 1.15  0.182
H -2.06 0.76 -1.79  0.185
H -0.85 2.64 -0.01  0.218
H 0.21 -0.32 -2.22  0.358
H 0.11 -2.20 0.76  0.168
H 1.37 0.47 -0.33  0.170
H 1.61 -1.76 2.16  0.465

## Properties
**Strongest force on any atom**: 0.0885 hartree/bohr
**Net charge**: 0
**Energy above the lowest of the compared OMol25 structures with the same formula, charge and spin**: 65.1 kcal per mole
**Molar mass**: 101.1 g/mol
**Gap between HOMO and LUMO**: 0.362 Eh
**SMILES**: OC[C@@H]1CCCN1
**HOMO**: -8.83 eV



DFT (the ωB97M-V functional and the def2-TZVPD basis) results for a 2-piece molecular cluster, C34H56BIN2O8P overall.

Each line ends with the Löwdin spin population.
Cartesian coordinates (Å):
I 0.58 3.35 -1.55  0.000
P -3.73 -1.80 -1.82  0.000
O -5.83 0.56 -1.43  0.000
O -4.49 -1.49 -3.26  0.000
O -2.24 0.98 1.82  0.000
O -5.21 0.30 0.84  0.000
O 5.79 -0.03 1.25  0.552
O 0.70 -0.47 0.26  0.000
O -0.59 1.54 -6.23  0.000
O -2.25 -2.54 -2.08  0.000
N 5.63 -0.20 2.53  0.355
N -2.76 -0.68 0.31  0.000
C -2.00 0.48 -2.96  0.000
C -7.16 3.83 -4.04  0.000
C 4.78 -1.40 2.76  0.026
C -6.49 -0.27 1.18  0.000
C -0.34 -3.90 2.39  0.000
C -2.38 0.96 -1.54  0.000
C 0.02 -3.99 1.06  0.000
C -6.28 3.59 -3.26  0.000
C -0.02 -1.54 2.24  0.000
C 7.82 0.96 2.60  -0.001
C 7.72 -1.48 3.07  0.014
C 0.35 -1.63 0.90  0.000
C -2.05 0.49 0.75  0.000
C -3.37 -0.19 -0.97  0.000
C -1.15 1.39 -3.87  0.000
C -4.07 2.52 -2.79  0.000
C -6.67 -1.70 0.68  0.000
C -3.05 2.34 -1.65  0.000
C 4.15 -1.37 4.17  0.002
C -0.36 -2.64 2.99  0.000
C 6.80 0.22 4.68  0.002
C -0.60 2.34 -0.01  0.000
C 6.96 -0.15 3.20  0.026
C -5.16 3.53 -2.32  0.000
C -0.17 -0.09 -0.80  0.000
C 6.87 -2.71 3.39  0.001
C 3.59 -1.40 1.81  -0.001
C -1.61 1.18 -5.32  0.000
C -1.21 0.98 -0.46  0.000
C 0.29 2.28 1.27  0.000
C 5.57 -2.70 2.59  0.014
C 0.37 -2.89 0.31  0.000
C -1.10 1.64 -7.55  0.000
C 1.81 2.23 1.12  0.000
B -4.86 0.25 -0.49  0.000
H 2.21 1.84 2.06  0.000
H -2.01 0.17 -5.49  0.000
H 0.00 -0.56 2.71  0.000
H -0.66 -0.98 -1.19  0.000
H -3.56 3.01 -3.62  0.000
H 3.33 -2.09 4.22  0.000
H -2.46 1.86 -5.48  0.000
H -0.11 1.06 -3.86  0.000
H -1.33 2.68 -7.78  0.000
H 8.10 -1.58 2.05  0.002
H -5.75 -2.26 0.70  0.000
H 4.95 -3.55 2.87  0.001
H 7.43 -3.61 3.16  0.001
H 8.11 0.76 1.57  -0.001
H -5.52 3.17 -1.36  0.000
H -0.61 -2.49 4.03  0.000
H 3.01 -0.48 1.90  0.000
H 0.07 3.19 1.84  0.000
H 4.83 -1.64 4.96  0.000
H 0.01 1.46 1.91  0.000
H -4.54 1.60 -3.12  0.000
H -7.12 -1.73 -0.31  0.000
H -2.03 1.08 -7.66  0.000
H 7.30 1.92 2.63  0.000
H 2.92 -2.23 2.04  0.000
H -7.39 -2.20 1.34  0.000
H 0.05 -4.98 0.61  0.000
H -7.31 0.37 0.85  0.000
H 8.74 1.06 3.18  0.000
H 7.77 0.49 5.11  0.000
H -2.91 0.26 -3.53  0.000
H 6.66 -2.75 4.47  0.000
H -2.24 -1.54 0.26  0.000
H -1.38 3.07 0.20  0.000
H -6.52 -0.29 2.26  0.000
H -4.05 -1.86 -4.04  0.000
H 5.82 -2.83 1.53  0.002
H -6.39 1.27 -1.10  0.000
H -2.36 -3.21 -2.76  0.000
H 6.42 -0.59 5.30  0.000
H -8.08 4.08 -4.51  0.000
H 0.44 0.30 -1.62  0.000
H -0.59 -4.76 2.99  0.000
H -4.71 4.51 -2.18  0.000
H 6.14 1.08 4.80  0.002
H -1.25 2.45 -3.67  0.000
H 3.88 -1.52 0.76  -0.001
H 2.27 3.21 1.01  0.000
H -0.39 1.22 -8.26  0.000
H 3.73 -0.39 4.39  0.001
H -2.26 3.07 -1.85  0.000
H -1.47 -0.47 -2.93  0.000
H 0.67 -2.99 -0.72  0.000
H 2.16 1.53 0.36  0.000
H -3.46 2.65 -0.68  0.000
H 8.60 -1.46 3.72  0.001

## Properties
**Strongest force on any atom**: 0.0504 hartree/bohr
**Net charge**: 0
**2S+1**: 2
**Molar mass**: 789.5 g/mol
**Gap between HOMO and LUMO**: 0.308 Eh
**<S²>**: 0.754
**HOMO**: -8.31 eV



DFT (the ωB97M-V functional and the def2-TZVPD basis) results for C15H14BN18Ru as an isolated structure.

Each line ends with the natural charge from an NBO analysis.
Cartesian coordinates (Å):
Ru -0.01 0.07 0.00  1.081
N 1.45 -4.97 0.00  -0.302
N -2.02 -3.31 0.02  -0.269
N -2.56 2.40 0.00  -0.545
N 0.86 -2.41 -1.27  -0.339
N 0.91 2.93 0.00  -0.077
N 0.04 -1.36 1.41  -0.260
N 0.86 -2.41 1.27  -0.341
N 2.09 -0.07 0.00  -0.307
N -0.93 4.08 -0.01  -0.289
N 0.04 -1.35 -1.41  -0.256
N -4.20 -0.60 0.00  0.117
N -0.14 2.02 0.00  -0.454
N -4.23 0.67 0.00  -0.180
N 0.44 4.09 0.00  0.030
N 2.34 -3.94 0.00  -0.308
N -2.09 0.10 0.00  -0.328
N 2.69 -1.31 0.00  -0.372
N -2.92 -0.98 0.01  -0.108
C -1.25 2.83 0.00  0.468
C 3.45 -5.88 0.00  -0.288
C -0.13 -2.59 -3.25  -0.295
C -0.57 -1.45 -2.59  0.016
C 2.09 -6.14 0.00  0.061
C -0.13 -2.60 3.25  -0.296
C 0.77 -3.17 2.38  0.037
C 3.56 -4.50 0.00  0.071
C 3.06 0.83 0.00  0.048
C 0.77 -3.17 -2.38  0.031
C 4.03 -1.14 0.00  0.032
C -0.57 -1.45 2.59  0.016
C 4.31 0.21 0.00  -0.311
C -2.92 1.11 0.00  0.510
C -2.47 -2.25 0.01  0.436
B 1.75 -2.51 0.00  0.918
H 5.27 0.67 0.00  0.270
H 4.71 -1.96 0.00  0.219
H -0.42 -2.94 -4.23  0.277
H 2.82 1.88 0.00  0.277
H 1.37 -4.06 -2.51  0.244
H -1.27 -0.70 2.92  0.248
H 4.26 -6.59 0.00  0.284
H 4.45 -3.90 -0.01  0.252
H -1.27 -0.69 -2.92  0.248
H 0.45 -4.79 0.00  0.466
H -3.28 3.11 0.00  0.475
H -0.42 -2.95 4.22  0.277
H 1.55 -7.07 0.00  0.274
H 1.37 -4.06 2.50  0.242

## Properties
**Strongest force on any atom**: 0.0069 hartree/bohr
**Net charge**: +2
**2S+1**: 2
**Molar mass**: 558.3 g/mol
**Gap between HOMO and LUMO (spin up / spin down)**: 0.288 / 0.251 Eh
**<S²>**: 0.754
**HOMO (spin up / spin down)**: -15.25 / -15.18 eV



DFT (the ωB97M-V functional and the def2-TZVPD basis) results for the molecule C3H7NO2.

Each line ends with the natural charge from an NBO analysis.
Cartesian coordinates (Å):
O 1.09 1.38 -0.61  -0.530
O -0.79 0.54 0.50  -0.536
N 0.15 -0.48 -1.99  -0.821
C -1.21 -0.15 1.65  -0.252
C 1.04 -0.14 -0.98  0.170
C 0.59 0.49 0.28  0.333
H -0.64 0.20 2.53  0.170
H 0.55 -0.46 -2.92  0.376
H -2.27 0.06 1.79  0.199
H 1.22 0.32 1.17  0.146
H -0.68 0.10 -1.93  0.390
H -1.06 -1.23 1.53  0.170
H 2.00 -0.64 -1.03  0.186

## Properties
**Strongest force on any atom**: 0.0299 hartree/bohr
**Net charge**: 0
**Energy above the lowest of the compared OMol25 structures with the same formula, charge and spin**: 61.3 kcal per mole
**Molar mass**: 89.1 g/mol
**Gap between HOMO and LUMO**: 0.373 Eh
**SMILES**: CO[C@@H]1O[C@@H]1N
**HOMO**: -9.07 eV